ORCA calculation (ωB97M-V/def2-TZVPD) on the ion C21H26F3Si with charge +1.

Structure (XYZ):
```
51
Properties=species:S:1:pos:R:3
C 4.749 1.022 0.160
C 3.445 0.339 0.625
C 2.349 1.217 0.289
C 1.048 0.612 0.312
Si -0.218 2.023 0.559
C -1.859 1.718 -0.301
C -0.489 2.270 2.426
C 0.499 3.609 -0.148
H 5.520 0.288 0.475
H 4.775 1.123 -0.969
H 4.942 1.991 0.685
H 3.354 -0.701 0.161
H 2.576 2.234 -0.028
H 0.820 0.001 -0.595
H 1.077 -0.032 1.220
H -2.629 2.380 0.144
H -1.786 1.927 -1.388
H -2.188 0.671 -0.183
H -0.979 3.246 2.650
H -1.112 1.473 2.885
H 0.468 2.222 2.985
H 0.141 4.500 0.419
H 1.602 3.660 -0.098
H 0.231 3.725 -1.220
F -2.134 -2.296 4.134
C -1.419 -1.443 4.895
F -2.025 -0.201 5.005
F -1.360 -1.981 6.193
C -0.016 -1.296 4.356
C 0.610 -0.060 4.493
C 1.748 0.134 3.680
C 2.231 -0.837 2.798
C 3.523 -0.370 1.994
C 4.582 -1.587 1.876
C 5.794 -1.506 2.576
C 6.746 -2.487 2.482
C 6.496 -3.590 1.631
C 5.215 -3.801 1.073
C 4.242 -2.771 1.198
C 1.769 -2.128 3.007
C 0.664 -2.394 3.822
H 0.225 0.761 5.127
H 2.245 1.095 3.670
H 3.949 0.468 2.547
H 5.955 -0.645 3.200
H 7.717 -2.418 2.984
H 7.171 -4.453 1.659
H 4.932 -4.680 0.460
H 3.214 -2.935 0.782
H 2.256 -2.909 2.486
H 0.276 -3.431 3.937
```

* net charge: +1
* calculated total energy: -1404.5675 a.u.
* HOMO-LUMO gap: 0.2311 Eh
* relative energy (zero: lowest compared OMol25 entry of this formula, charge and spin): 2.484 eV

=====

ORCA calculation (ωB97M-V/def2-TZVPD) on an isolated molecule of C16H21N3OS.

Structure (XYZ):
```
42
Properties=species:S:1:pos:R:3
C -3.400 -0.596 0.968
C -3.182 0.883 1.298
C -2.987 1.066 2.811
C -1.528 0.845 3.192
C -0.655 1.929 2.550
C -1.305 2.444 1.261
N -1.999 1.360 0.585
C -2.189 1.615 -0.828
C -0.992 1.099 -1.618
O -0.742 1.375 -2.773
N -0.226 0.259 -0.880
C 0.916 -0.331 -1.352
S 1.431 -0.072 -2.985
C 2.794 -1.103 -2.696
C 2.842 -1.597 -1.433
C 1.756 -1.159 -0.628
C 1.506 -1.475 0.711
N 1.261 -1.703 1.810
C 4.048 -2.452 -1.223
C 4.568 -2.657 -2.665
C 3.948 -1.536 -3.532
H -3.481 -0.756 -0.104
H -4.316 -0.949 1.434
H -2.568 -1.189 1.339
H -4.079 1.450 0.986
H -3.287 2.072 3.111
H -3.630 0.361 3.338
H -1.207 -0.139 2.847
H -1.416 0.864 4.276
H -0.523 2.768 3.234
H 0.332 1.518 2.335
H -0.534 2.828 0.589
H -1.992 3.277 1.483
H -3.071 1.084 -1.198
H -2.335 2.679 -1.063
H -0.529 0.132 0.088
H 3.814 -3.396 -0.731
H 4.780 -1.926 -0.604
H 5.655 -2.644 -2.707
H 4.228 -3.624 -3.034
H 3.648 -1.895 -4.516
H 4.648 -0.708 -3.677
```

* net charge: 0
* calculated total energy: -1259.9990 a.u.
* SMILES: C[C@H]1CCCCN1CC(=O)Nc1sc2c(c1C#N)CCC2
* HOMO-LUMO gap: 0.3219 Eh
* relative energy (zero: lowest compared OMol25 entry of this formula, charge and spin): 0.999 eV

=====

ORCA calculation (ωB97M-V/def2-TZVPD) on a cluster of 7 separate species, H13O6S in total.

Structure (XYZ):
```
20
Properties=species:S:1:pos:R:3
S 1.909 -1.099 1.063
H 1.747 -2.179 0.280
H -0.270 1.489 -1.324
H -0.872 1.226 -2.512
O -0.818 2.012 -1.938
H -0.723 -2.085 2.196
H -1.957 -2.462 1.548
O -1.332 -2.840 2.181
H 0.352 0.850 2.945
H 1.690 0.134 2.884
O 1.094 0.603 3.501
H 0.157 0.282 0.653
H -1.317 0.208 1.150
O -0.764 0.604 0.504
H -0.058 -2.275 -1.509
H -1.197 -2.903 -0.783
O -0.963 -2.090 -1.245
H -0.214 3.183 -4.150
H -1.232 4.234 -4.328
O -0.486 3.844 -4.797
```

* net charge: -1
* calculated total energy: -857.4694 a.u.
* HOMO-LUMO gap: 0.2656 Eh
* relative energy (zero: lowest compared OMol25 entry of this formula, charge and spin): 1.518 eV

=====

ORCA calculation (ωB97M-V/def2-TZVPD) on a structure of composition C2H4S2.

Structure (XYZ):
```
8
Properties=species:S:1:pos:R:3
C -0.816 0.213 -0.176
C 0.443 -0.356 0.355
S -0.727 1.249 -1.572
S -2.326 0.014 0.415
H 1.007 -0.838 -0.445
H 1.062 0.452 0.749
H 0.240 -1.072 1.146
H -2.044 1.367 -1.379
```

* net charge: 0
* calculated total energy: -874.9516 a.u.
* HOMO-LUMO gap: 0.3128 Eh
* relative energy (zero: lowest compared OMol25 entry of this formula, charge and spin): 0.232 eV

=====

ORCA calculation (ωB97M-V/def2-TZVPD) on an isolated molecule of C5H8O.

Structure (XYZ):
```
14
Properties=species:S:1:pos:R:3
O -1.048 -1.804 -0.227
C -0.453 -0.587 0.039
C 0.357 -0.146 1.254
C 0.518 0.948 0.160
C 0.760 -0.157 -0.868
C -1.009 0.826 -0.114
H -0.422 -1.928 -0.947
H 1.220 -0.781 1.481
H -0.190 0.145 2.155
H 1.094 1.859 0.230
H 0.558 0.086 -1.923
H 1.699 -0.726 -0.781
H -1.674 1.203 0.668
H -1.374 1.069 -1.118
```

* net charge: 0
* calculated total energy: -270.4575 a.u.
* HOMO-LUMO gap: 0.4085 Eh
* relative energy (zero: lowest compared OMol25 entry of this formula, charge and spin): 2.733 eV

=====

ORCA calculation (ωB97M-V/def2-TZVPD) on a structure of composition ClH2N2O.

Structure (XYZ):
```
6
Properties=species:S:1:pos:R:3
N -0.097 -0.053 0.045
N 0.404 0.362 1.058
O -0.937 1.822 1.799
Cl 1.176 -1.654 -1.938
H 0.485 -0.713 -0.702
H -1.032 0.236 -0.262
```

* net charge: -1
* calculated total energy: -646.0133 a.u.
* HOMO-LUMO gap (spin up / spin down): 0.2989 / 0.3111 Eh
* relative energy (zero: lowest compared OMol25 entry of this formula, charge and spin): 6.733 eV

=====

ORCA calculation (ωB97M-V/def2-TZVPD) on the ion C7H5BrN3O2 with charge -1.

Structure (XYZ):
```
18
Properties=species:S:1:pos:R:3
O -0.752 -3.343 -0.258
C 0.281 -2.751 -0.099
O 1.463 -2.972 -0.241
N 0.048 -1.246 0.428
C 1.200 -0.521 0.775
C 1.832 0.601 -0.109
Br 3.573 1.091 0.497
C 1.246 1.191 -1.095
N 0.226 1.456 -1.759
C -0.900 1.957 -1.173
C -1.623 1.489 -0.108
C -1.787 0.223 0.557
N -1.207 -0.929 0.654
H 1.981 -1.288 0.881
H 1.038 -0.002 1.736
H -1.320 2.795 -1.722
H -2.505 2.105 0.059
H -2.791 0.144 0.978
```

* net charge: -1
* calculated total energy: -3158.4382 a.u.
* SMILES: O=C([O-])N1CC(Br)=C=N/C=C\C=N/1
* HOMO-LUMO gap (spin up / spin down): 0.2513 / 0.2513 Eh
* relative energy (zero: lowest compared OMol25 entry of this formula, charge and spin): 1.874 eV

=====

ORCA calculation (ωB97M-V/def2-TZVPD) on a cluster of 2 separate species, C4H12N2S in total.

Structure (XYZ):
```
19
Properties=species:S:1:pos:R:3
C -0.764 -2.254 -1.625
N 0.251 -1.353 -2.133
C -0.085 -0.313 -2.755
N -1.395 0.255 -2.770
H -0.547 -2.477 -0.581
H -0.682 -3.188 -2.180
H -1.791 -1.892 -1.696
H 0.678 0.231 -3.311
H -2.013 -0.183 -3.444
H -1.370 1.250 -2.941
C -0.886 0.931 2.526
S 0.901 0.958 2.724
C 1.376 0.546 1.027
H -1.259 -0.079 2.358
H -1.214 1.571 1.706
H -1.318 1.317 3.443
H 2.367 0.105 1.009
H 0.680 -0.167 0.595
H 1.368 1.459 0.431
```

* net charge: 0
* calculated total energy: -667.2632 a.u.
* SMILES: C/N=C\N.CSC
* HOMO-LUMO gap: 0.3360 Eh
* relative energy (zero: lowest compared OMol25 entry of this formula, charge and spin): 0.862 eV

=====

ORCA calculation (ωB97M-V/def2-TZVPD) on an isolated molecule of C4H8O2.

Structure (XYZ):
```
14
Properties=species:S:1:pos:R:3
C 0.177 -0.971 -1.610
O 0.503 0.386 -1.419
C 0.982 0.748 -0.155
C 0.073 0.893 1.061
C -1.166 0.047 1.249
O 0.466 1.623 1.946
H -0.910 -1.098 -1.643
H 0.591 -1.315 -2.563
H 0.593 -1.589 -0.806
H 1.649 -0.035 0.251
H 1.513 1.701 -0.266
H -1.154 -0.370 2.262
H -1.301 -0.754 0.516
H -2.015 0.734 1.178
```

* net charge: 0
* calculated total energy: -307.6517 a.u.
* SMILES: COCC(C)=O
* HOMO-LUMO gap: 0.3765 Eh
* relative energy (zero: lowest compared OMol25 entry of this formula, charge and spin): 1.654 eV

=====

ORCA calculation (ωB97M-V/def2-TZVPD) on a cluster of 2 separate species, C6H17NO in total.

Structure (XYZ):
```
25
Properties=species:S:1:pos:R:3
C 1.110 -0.157 -2.849
C 1.941 0.049 -1.581
C 1.189 0.953 -0.571
N 0.075 0.232 0.057
C 0.128 0.147 1.505
C -1.011 -0.747 2.048
C -0.541 -2.210 2.182
H 1.277 -1.125 -3.323
H 0.036 -0.230 -2.645
H 1.330 0.679 -3.514
H 1.998 -0.932 -1.102
H 2.884 0.554 -1.727
H 0.745 1.761 -1.158
H 1.895 1.247 0.200
H -0.267 -0.634 -0.313
H 0.008 1.147 1.945
H 1.102 -0.181 1.905
H -1.540 -0.335 2.905
H -1.748 -0.719 1.243
H -0.018 -2.506 3.094
H 0.269 -2.276 1.454
H -1.304 -2.933 1.915
O -2.436 1.746 -0.451
H -1.620 1.331 -0.208
H -2.851 1.439 -1.282
```

* net charge: 0
* calculated total energy: -368.7645 a.u.
* SMILES: CCCNCCC.O
* HOMO-LUMO gap: 0.3587 Eh
* relative energy (zero: lowest compared OMol25 entry of this formula, charge and spin): 0.988 eV

=====

ORCA calculation (ωB97M-V/def2-TZVPD) on a structure of composition C15H17F3FeN5O6.

Structure (XYZ):
```
47
Properties=species:S:1:pos:R:3
Fe -0.819 0.389 -0.717
O 1.109 -2.795 -2.031
C 0.423 -1.803 -1.877
O -0.157 -1.431 -0.776
C 0.202 -0.803 -3.013
C 0.557 -0.888 -4.346
C 0.266 0.199 -5.165
C -0.348 1.341 -4.654
C -0.670 1.343 -3.311
N -0.394 0.288 -2.565
C -1.325 2.449 -2.485
O -1.581 3.535 -2.944
O -1.566 2.057 -1.253
H 1.045 -1.779 -4.713
H 0.524 0.160 -6.215
H -0.575 2.204 -5.263
N 1.204 0.881 -0.261
C 2.038 0.291 0.280
N 2.990 -0.376 0.890
C 3.311 -1.734 0.393
C 2.466 -2.755 1.134
O 2.641 -2.624 2.542
C 2.210 -1.356 2.988
C 3.048 -0.254 2.357
H 4.374 -1.896 0.583
H 3.120 -1.788 -0.675
H 2.769 -3.766 0.867
H 1.413 -2.622 0.865
H 2.317 -1.340 4.073
H 1.152 -1.206 2.729
H 4.093 -0.359 2.653
H 2.698 0.735 2.645
F -2.692 -1.458 0.052
C -2.563 -0.442 -0.844
F -3.595 0.405 -0.575
F -2.839 -0.986 -2.061
C -2.924 1.718 4.091
N -2.052 0.982 3.204
C -1.864 1.270 1.900
N -2.448 2.362 1.393
O -1.137 0.505 1.221
H -2.954 1.206 5.049
H -3.945 1.768 3.705
H -2.559 2.732 4.268
H -1.663 0.102 3.493
H -2.980 2.988 1.967
H -2.320 2.554 0.403
```

* net charge: 0
* spin multiplicity: 2
* calculated total energy: -2870.4368 a.u.
* HOMO-LUMO gap (spin up / spin down): 0.3525 / 0.3510 Eh
* relative energy (zero: lowest compared OMol25 entry of this formula, charge and spin): 0.038 eV

=====

ORCA calculation (ωB97M-V/def2-TZVPD) on a structure of composition C27H34Cl2I2KN2O6.

Structure (XYZ):
```
74
Properties=species:S:1:pos:R:3
K -0.731 -2.476 0.266
O -5.007 -2.029 4.571
C -4.264 -2.157 3.621
C -3.435 -3.371 3.280
O -3.187 -4.318 4.020
C -2.912 -3.160 1.929
C -3.261 -1.845 1.469
O -2.897 -1.335 0.352
C -4.053 -1.160 2.498
O -4.438 -0.001 2.501
O -2.193 -4.001 1.306
Cl 1.118 -4.691 1.949
C 0.042 -4.287 3.349
Cl -0.031 -2.522 3.598
H 0.494 -4.720 4.232
H -0.961 -4.641 3.118
I 0.255 -5.590 -1.929
C 1.629 -4.545 -3.123
I 2.539 -2.971 -2.065
H 1.089 -4.106 -3.953
H 2.390 -5.233 -3.466
C 4.122 3.361 2.213
C 3.089 2.564 3.021
C 1.890 3.462 3.353
C 3.733 2.116 4.331
C 2.622 1.379 2.177
C 2.939 0.063 2.474
C 2.445 -0.951 1.664
N 1.697 -0.742 0.591
C 1.428 0.527 0.263
C 1.851 1.597 1.036
C 0.619 0.763 -0.990
C 0.662 1.989 -1.637
C -0.121 2.209 -2.769
C -0.909 1.153 -3.195
C -0.878 -0.050 -2.499
N -0.126 -0.250 -1.427
C -0.089 3.571 -3.461
C 1.345 3.878 -3.912
C -0.550 4.646 -2.470
C -1.003 3.609 -4.682
H 4.466 4.223 2.788
H 3.697 3.725 1.277
H 4.987 2.740 1.973
H 2.209 4.271 4.013
H 1.103 2.898 3.855
H 1.454 3.916 2.463
H 3.989 2.998 4.921
H 4.654 1.553 4.166
H 3.065 1.497 4.931
H 3.529 -0.196 3.340
H 2.639 -1.990 1.912
H 1.560 2.602 0.769
H 1.305 2.775 -1.269
H -1.558 1.233 -4.056
H -1.493 -0.893 -2.794
H 2.033 3.919 -3.067
H 1.377 4.845 -4.419
H 1.711 3.117 -4.603
H 0.107 4.700 -1.601
H -1.559 4.445 -2.106
H -0.547 5.625 -2.953
H -0.711 2.867 -5.428
H -0.952 4.593 -5.151
H -2.044 3.422 -4.413
C -4.002 -4.553 -1.419
C -3.398 -3.553 -2.382
O -2.298 -2.861 -1.820
H -4.832 -5.079 -1.900
H -4.376 -4.059 -0.522
H -3.262 -5.278 -1.080
H -4.166 -2.840 -2.712
H -3.018 -4.049 -3.281
H -2.623 -2.348 -1.033
```

* net charge: -1
* calculated total energy: -3726.0427 a.u.
* HOMO-LUMO gap: 0.1842 Eh
* relative energy (zero: lowest compared OMol25 entry of this formula, charge and spin): 0.730 eV